# 1
This record from the OMol25 dataset describes H2N2O3S in the gas phase. The level of theory is ωB97M-V/def2-TZVPD.

```
8
Properties=species:S:1:pos:R:3:nbo_charge:R:1
N -0.27233 -0.36018 0.44495 -0.61
N -1.26406 -0.96745 -0.41432 0.22
O -1.24426 -2.16174 -0.45021 -0.28
O -3.19860 -0.26169 1.00760 -0.87
O -2.33874 1.56492 -0.33447 -0.90
S -3.05073 0.29078 -0.33996 1.66
H 0.28096 -0.87244 1.14714 0.39
H -0.31431 0.54298 0.49823 0.38
```

SMILES string = N[N+]([O-])=S(=O)=O
LUMO energy = -1.0 eV
total charge = 0
total energy = -734.500588 a.u.
molecular weight = 110.09 g mol⁻¹



# 2
This record from the OMol25 dataset describes H2N2O3S in the gas phase. The level of theory is ωB97M-V/def2-TZVPD.

```
8
Properties=species:S:1:pos:R:3:lowdin_spin:R:1
N -0.07208 0.24340 1.06528 0.92
N -0.49393 0.17483 -1.45200 0.01
O -1.36309 -0.56540 -1.10806 0.00
O -0.17782 0.50885 -2.53982 0.08
O 0.26260 0.74584 -0.47527 0.51
S 0.97227 -0.91113 1.55373 0.44
H -1.00653 -0.13979 0.89600 0.01
H 1.87858 -0.05659 2.06016 0.03
```

LUMO energy (spin up / spin down) = 0.4 / -3.5 eV
total charge = 0
total energy = -734.269003 a.u.
spin multiplicity = 3
molecular weight = 110.09 g mol⁻¹



# 3
This record from the OMol25 dataset describes a molecular structure, H2N2O3S2. The level of theory is ωB97M-V/def2-TZVPD.

```
9
Properties=species:S:1:pos:R:3:nbo_charge:R:1
N 2.30237 -2.92818 -0.31803 0.31
N 4.19231 -1.29195 0.48503 0.30
O 1.16743 -2.62702 -0.24573 -0.32
O 4.16865 -0.81143 -0.65534 -0.48
O 3.32928 -2.10369 0.91030 -0.38
S 2.92872 -5.00721 0.48880 -0.54
S -10.88134 10.31953 -0.68623 -1.07
H 4.20011 -4.71189 0.79839 0.11
H -11.40755 9.16184 -0.77721 0.07
```

LUMO energy = 4.5 eV
total charge = -2
total energy = -1132.659016 a.u.
molecular weight = 142.16 g mol⁻¹



# 4
This record from the OMol25 dataset describes H2N2O3S2 in the gas phase. The level of theory is ωB97M-V/def2-TZVPD.

```
9
Properties=species:S:1:pos:R:3:nbo_charge:R:1
N -1.02848 -1.15422 0.00286 -1.15
N -0.38687 2.22593 0.10197 -1.02
O 0.89062 0.20225 -0.90220 -0.89
O 1.40570 -1.99432 0.07327 -0.88
O 0.68228 0.01612 1.31820 -0.89
S 0.42282 -0.97154 0.17538 2.41
S 0.81009 1.41855 0.08201 1.59
H -1.49427 -1.79731 -0.50598 0.40
H -1.30190 2.05455 -0.34551 0.42
```

LUMO energy = -0.2 eV
total charge = 0
total energy = -1132.680787 a.u.
molecular weight = 142.16 g mol⁻¹



# 5
This record from the OMol25 dataset describes H2N2O4S in the gas phase. The level of theory is ωB97M-V/def2-TZVPD.

```
9
Properties=species:S:1:pos:R:3:nbo_charge:R:1
N 3.57687 0.42852 0.05445 0.72
N 0.22069 -0.16887 0.61902 -1.05
O 4.11518 1.43806 -0.34755 -0.38
O 2.69426 -0.11314 -0.72370 -0.52
O 0.72245 -1.96248 -0.94851 -0.86
O 3.74450 -0.02804 1.14955 -0.43
S 1.40410 -1.30806 0.08920 1.69
H 0.43849 0.53346 1.20778 0.39
H -0.69368 -0.07586 0.07727 0.43
```

LUMO energy = -0.3 eV
total charge = 0
total energy = -809.675167 a.u.
molecular weight = 126.09 g mol⁻¹



# 6
This record from the OMol25 dataset describes H2N2O4S in the gas phase. The level of theory is ωB97M-V/def2-TZVPD.

```
9
Properties=species:S:1:pos:R:3:nbo_charge:R:1
N 2.12405 1.16850 0.17810 0.28
N -0.01570 -0.34855 0.02775 -1.09
O 2.71135 2.19029 -0.03694 -0.31
O 1.28141 -2.30642 -0.91791 -0.85
O 1.68878 -1.58459 1.32836 -0.87
O 2.38142 0.12365 -0.56434 -0.52
S 1.24491 -1.27953 0.05036 2.46
H -0.05116 0.22641 0.92119 0.46
H -0.32886 0.09014 -0.83648 0.44
```

SMILES string = NS(=O)(=O)ON=O
LUMO energy = 0.1 eV
total charge = 0
total energy = -809.721143 a.u.
molecular weight = 126.09 g mol⁻¹



# 7
This record from the OMol25 dataset describes H2N2O4S in the gas phase. The level of theory is ωB97M-V/def2-TZVPD.

```
9
Properties=species:S:1:pos:R:3:lowdin_spin:R:1
N -1.33247 0.03198 0.41356 0.05
N 1.29584 0.76942 -0.26612 0.52
O 0.68127 1.66624 -0.74980 0.49
O 2.44270 0.50354 -0.01440 0.58
O 0.57929 -1.61646 1.03192 0.09
O -0.08466 -1.16370 -1.30416 0.11
S 0.03807 -0.74217 0.04770 0.15
H -1.84297 0.18913 -0.38223 0.00
H -1.77707 0.36202 1.22352 0.00
```

LUMO energy (spin up / spin down) = 0.0 / -3.7 eV
total charge = 0
total energy = -809.586887 a.u.
spin multiplicity = 3
molecular weight = 126.09 g mol⁻¹



# 8
This record from the OMol25 dataset describes 2 unconnected molecules or ions with the total composition H2N3O2S. The level of theory is ωB97M-V/def2-TZVPD.

```
8
Properties=species:S:1:pos:R:3:nbo_charge:R:1
N -2.26754 -0.15034 -0.24768 -0.19
N 1.05377 0.06111 0.30282 -0.47
N 1.64002 -0.26463 -0.77743 0.19
O 3.31561 -0.38797 -0.58755 -0.67
O -1.44915 0.65806 0.26834 -0.54
S -3.87954 -0.12252 -0.38069 -0.13
H -0.01830 0.34773 0.26116 0.44
H 1.60514 -0.14144 1.16103 0.37
```

LUMO energy = 3.4 eV
total charge = -1
total energy = -713.954608 a.u.
molecular weight = 108.10 g mol⁻¹